i.
Molecular formula: C3H10N3O2
Method: DFT, ωB97M-V/def2-TZVPD

The net charge is +1. The HOMO-LUMO gap (alpha / beta) is 9.71 / 9.71 eV. As for the LUMO energy (alpha / beta): -4.92 / -4.92 eV. The HOMO energy (alpha / beta) comes out at -14.63 / -14.63 eV.

Atoms and positions in Å:
C: -0.57700 -0.70595 -1.14090
C: 0.28547 -0.93305 1.16806
C: 1.66150 -0.04799 -0.70005
N: -0.17783 1.20302 0.05043
N: -1.87112 1.52019 0.92489
N: 0.38646 -0.08887 -0.03606
O: -2.41338 0.50294 0.91099
O: -1.98273 2.65350 1.07640
H: -0.83662 0.09637 -1.93710
H: -0.02328 -1.51621 -1.63197
H: -1.46592 -1.14884 -0.67837
H: 0.57743 -0.33906 2.02377
H: -0.70978 -1.28742 1.29582
H: 0.90405 -1.78785 0.95478
H: 2.50685 0.36003 -0.15415
H: 1.77836 -0.98243 -1.40763
H: 1.53822 0.72073 -1.37346
H: 0.41931 1.78089 0.65455


ii.
Molecular formula: C3H10N3O2
Method: DFT, ωB97M-V/def2-TZVPD

The net charge is +1. The HOMO-LUMO gap is 10.81 eV. As for the LUMO energy: -3.23 eV. The HOMO energy comes out at -14.04 eV.

Atoms and positions in Å:
C: -1.66696 -0.23671 -0.28034
C: 1.19623 0.71795 1.23861
C: 1.33456 0.35706 -0.14712
N: -2.84436 -0.86504 -0.16099
N: -0.49939 -0.70853 -0.40317
N: 2.14021 -0.71812 -0.39600
O: -1.76007 1.07555 -0.23960
O: 1.11281 1.27657 -1.02926
H: 1.02321 1.80925 1.25714
H: 0.19364 0.39384 1.54166
H: 2.04536 0.52968 1.94044
H: -3.04768 -1.54518 0.44767
H: -3.73134 -0.32031 -0.16458
H: -0.49294 -1.74612 -0.36317
H: 2.43188 -1.39261 0.30546
H: -0.87982 1.39991 -0.24986
H: 2.27776 -1.07062 -1.32573
H: 1.16692 1.04343 -1.97117


Most stable of them? ii.


i.
Molecular formula: C2H2O2P
Method: DFT, ωB97M-V/def2-TZVPD

The net charge is -1. The HOMO-LUMO gap is 8.50 eV. As for the LUMO energy: 4.41 eV. The SMILES is O=P1([O-])C=C1. The HOMO energy comes out at -4.08 eV.

Atoms and positions in Å:
C: 0.74560 -0.01015 -0.67788
C: 0.72013 0.07558 0.66338
O: -1.89586 1.27854 0.02885
O: -1.64150 -1.36119 0.00747
P: -0.95223 -0.05251 -0.03716
H: 1.53902 -0.07992 -1.41068
H: 1.48484 0.14965 1.42601


ii.
Molecular formula: C2H2O2P
Method: DFT, ωB97M-V/def2-TZVPD

The net charge is -1. The HOMO-LUMO gap (alpha / beta) is 8.06 / 8.05 eV. As for the LUMO energy (alpha / beta): 3.61 / 3.60 eV. The SMILES is O=P1([O-])C=C1. The HOMO energy (alpha / beta) comes out at -4.45 / -4.45 eV.

Atoms and positions in Å:
C: 0.02817 -0.14652 1.18059
C: -1.09466 0.42765 -0.18223
O: 1.50263 0.11414 -1.17739
O: 0.09275 -1.99929 -0.92316
P: 0.35403 -0.59760 -0.53878
H: 0.34386 0.69803 1.77069
H: -1.22679 1.50360 -0.12972


Most stable of them? i.


i.
Molecular formula: C14H35BeF3O7S4
Method: DFT, ωB97M-V/def2-TZVPD

The HOMO-LUMO gap is 6.74 eV. As for the LUMO energy: 0.03 eV. The HOMO energy comes out at -6.71 eV.

Atoms and positions in Å:
Be: 0.53019 0.23269 -0.07943
C: 0.71194 0.95040 -2.89817
O: 1.36524 1.66088 -1.87829
O: 0.59551 -0.29783 -2.39421
C: -0.54296 1.72694 -3.35601
F: -1.16914 1.18469 -4.41553
F: -1.46725 2.09834 -2.45808
F: -0.14836 2.94184 -3.86987
C: 2.43151 2.57930 -2.13024
C: 2.87708 3.19470 -0.82272
H: 3.87113 3.63959 -0.82996
H: 2.14492 3.95999 -0.55367
H: 2.80910 2.53835 0.04715
H: 2.08793 3.38705 -2.78258
H: 3.20944 2.04620 -2.68452
H: 1.34057 0.89034 -3.80387
C: 4.35883 -0.30332 -0.95163
C: 3.50518 -1.19914 -0.04788
O: 2.57595 -0.54690 0.71833
H: 5.07405 0.27304 -0.35773
H: 3.87533 0.45237 -1.57616
H: 4.83566 -0.93933 -1.70740
H: 4.26301 -1.83296 0.45070
H: 3.03629 -1.95473 -0.71025
C: 0.02763 -0.68197 4.60456
S: -1.23423 -0.24041 3.40102
O: -0.52356 -0.05498 2.11127
C: -2.06347 -1.85169 3.33514
H: 0.56630 -1.56810 4.26957
H: -0.50704 -1.00141 5.50467
H: 0.67020 0.15563 4.85385
H: -1.29865 -2.54869 2.99461
H: -2.88027 -1.75195 2.62581
H: -2.47445 -2.15143 4.29799
C: -3.90838 -1.01592 -0.00634
S: -3.12003 0.14044 -1.14066
O: -1.82726 0.52622 -0.51487
C: -2.67488 -1.13928 -2.32780
H: -4.87837 -1.37321 -0.35277
H: -4.09581 -0.55213 0.96630
H: -3.25767 -1.85186 0.25707
H: -3.54658 -1.56353 -2.83923
H: -2.11988 -1.95260 -1.87121
H: -2.09326 -0.80079 -3.18698
C: -0.21546 -4.43903 0.57544
S: 0.42873 -3.01850 -0.32683
O: -0.31536 -1.80748 0.14347
C: -0.06678 -3.50491 -2.00680
H: 0.06308 -5.36555 0.07228
H: -1.30342 -4.44723 0.67863
H: 0.18781 -4.48490 1.58641
H: -0.12470 -2.64158 -2.67419
H: -1.01390 -4.03120 -2.15457
H: 0.71634 -4.13604 -2.42966
C: 0.11150 3.89107 2.45293
S: -0.72799 3.52129 0.88681
O: 0.19589 2.50706 0.27712
C: -2.25177 2.77237 1.55188
H: -0.30668 4.82606 2.83422
H: 1.19532 3.93222 2.42571
H: -0.15396 3.13568 3.19833
H: -2.83610 2.40527 0.71739
H: -2.69649 3.53420 2.18769
H: -1.81755 1.94638 2.11377


ii.
Molecular formula: C14H35BeF3O7S4
Method: DFT, ωB97M-V/def2-TZVPD

The HOMO-LUMO gap is 6.91 eV. As for the LUMO energy: -0.06 eV. The HOMO energy comes out at -6.97 eV.

Atoms and positions in Å:
Be: 0.05400 0.37329 -0.27316
C: 1.41802 0.09359 3.50674
O: 2.84728 -0.31475 3.43740
O: 0.96957 0.42233 2.17010
C: 0.53451 -0.85644 4.39951
F: 1.29816 -1.53360 5.30818
F: -0.42402 -0.10821 4.98631
F: -0.11532 -1.87146 3.80896
C: 3.77381 -0.14442 4.51155
C: 4.27607 1.29208 4.70954
H: 4.74719 1.63527 3.78847
H: 3.59775 2.12723 4.88422
H: 5.09836 1.30317 5.42495
H: 4.52426 -0.83320 4.12359
H: 3.46584 -0.62334 5.44101
H: 1.37642 1.01589 4.08618
C: 2.45707 3.27318 -3.35682
C: 1.46773 2.17880 -3.02273
O: 1.28762 2.01650 -1.67139
H: 2.16104 4.18047 -2.83024
H: 2.38303 3.53968 -4.41115
H: 3.52107 3.15325 -3.15278
H: 1.82204 1.27634 -3.52086
H: 0.59286 2.28337 -3.66442
C: -4.09038 -1.58045 0.18412
S: -2.33986 -2.29699 -0.00512
O: -1.51280 -1.17799 0.59684
C: -2.58068 -3.40010 1.48345
H: -4.40884 -1.53050 1.22537
H: -4.83531 -2.23739 -0.26488
H: -4.13826 -0.57892 -0.24337
H: -1.67161 -4.00107 1.50642
H: -3.52368 -3.94350 1.54334
H: -2.36477 -2.86454 2.40793
C: -4.58840 1.89111 1.14326
S: -3.11801 2.50542 0.27176
O: -2.02256 1.47870 0.46925
C: -3.68634 2.23972 -1.47758
H: -4.35134 0.88673 1.49414
H: -5.47599 1.82063 0.51452
H: -4.89454 2.58485 1.92627
H: -4.68647 2.66830 -1.41310
H: -3.77212 1.21691 -1.84445
H: -3.16870 2.77467 -2.27381
C: -1.72642 0.98439 -4.48028
S: -2.00426 -0.55696 -3.47556
O: -1.01545 -0.35990 -2.29506
C: -1.07489 -1.64757 -4.62786
H: -2.34173 0.89763 -5.37581
H: -0.68230 1.01723 -4.79149
H: -1.77561 1.85077 -3.82068
H: -0.69170 -2.46741 -4.02030
H: -0.13072 -1.19058 -4.92414
H: -1.76281 -1.97772 -5.40624
C: 2.89190 -2.80020 0.31957
S: 2.60298 -1.92634 -1.28120
O: 1.21846 -1.40288 -1.03029
C: 3.70532 -0.56195 -0.60288
H: 2.27874 -2.57116 1.19116
H: 3.93000 -3.09748 0.46816
H: 2.66328 -3.81368 -0.01009
H: 3.77796 0.21332 -1.36563
H: 4.73611 -0.89500 -0.72388
H: 3.49761 -0.02923 0.32511


Most stable of them? i.


i.
Molecular formula: CHCl2NO2
Method: DFT, ωB97M-V/def2-TZVPD

The HOMO-LUMO gap is 11.24 eV. As for the LUMO energy: -0.50 eV. The SMILES is O=[N+]([O-])C(Cl)Cl. The HOMO energy comes out at -11.74 eV.

Atoms and positions in Å:
C: 0.12700 0.50946 -0.02896
N: -0.00697 -0.97015 -0.00315
O: 1.02009 -1.54863 -0.22073
O: -1.04439 -1.39026 0.28455
Cl: -0.71341 1.14730 1.40816
Cl: -0.57775 1.27433 -1.50991
H: 1.19543 0.97795 0.07005


ii.
Molecular formula: CHCl2NO2
Method: DFT, ωB97M-V/def2-TZVPD

The HOMO-LUMO gap (alpha / beta) is 10.41 / 6.48 eV. As for the LUMO energy (alpha / beta): -0.11 / -1.74 eV. The HOMO energy (alpha / beta) comes out at -10.52 / -8.23 eV.

Atoms and positions in Å:
C: 0.55584 0.73770 -0.14243
N: -3.00981 0.56283 0.08317
O: -3.59266 1.19684 -0.74133
O: -1.84904 0.30562 0.27779
Cl: 0.80657 1.94941 -1.39791
Cl: 0.74968 1.23450 1.39052
H: 0.73062 -0.29185 -0.63344


Most stable of them? i.


i.
Molecular formula: C6H28O11
Method: DFT, ωB97M-V/def2-TZVPD

The HOMO-LUMO gap is 10.27 eV. As for the LUMO energy: 0.09 eV. The SMILES is OCCO.OCCO.OCCO.O.O.O.O.O. The HOMO energy comes out at -10.18 eV.

Atoms and positions in Å:
O: -1.67438 1.92858 0.38916
H: -0.92743 1.34444 0.56956
H: -2.43901 1.37075 0.21798
O: 3.12594 1.87323 -0.47759
H: 2.79268 2.77510 -0.65459
H: 3.29749 1.93005 0.46685
O: 1.09962 -1.57285 -2.59472
H: 1.11618 -0.60195 -2.71311
H: 1.42866 -1.71136 -1.69972
O: 2.70190 -1.71341 0.33513
H: 3.30907 -2.28284 0.81851
H: 3.26935 -1.22416 -0.27600
O: 0.77537 0.47090 0.69490
H: 1.32735 0.87250 -0.00080
H: 1.15431 -0.41023 0.84043
C: -1.17532 0.56610 -3.55268
C: -2.17941 -0.55377 -3.26806
O: -3.03937 -0.18502 -2.17670
O: -0.30999 0.90547 -2.45893
H: -1.74972 1.47678 -3.81218
H: -0.52800 0.28758 -4.38718
H: -1.69540 -1.49776 -3.02764
H: -2.71668 -0.67817 -4.21112
H: -3.49413 -1.01238 -1.93025
H: -0.78329 1.15029 -1.64822
C: 2.24082 2.47547 3.36567
C: 0.72179 2.53248 3.24948
O: 0.30214 3.70568 4.00630
O: 2.86484 3.54629 2.65161
H: 2.66766 1.60509 2.87317
H: 2.53438 2.57136 4.42053
H: 0.28587 1.60031 3.64063
H: 0.55775 2.52790 2.15622
H: -0.47686 3.53113 4.53655
H: 2.21314 4.24357 2.81978
C: -1.85609 -2.37340 0.50005
C: -0.94389 -3.33646 -0.28481
O: -1.21852 -4.67883 0.20551
O: -3.21438 -2.60267 0.20544
H: -1.55441 -1.33934 0.25766
H: -1.68692 -2.58765 1.57435
H: 0.12263 -3.09907 -0.13824
H: -1.20433 -3.21353 -1.35173
H: -1.63639 -5.08280 -0.55924
H: -3.40501 -3.53337 0.42809


ii.
Molecular formula: C6H28O11
Method: DFT, ωB97M-V/def2-TZVPD

The HOMO-LUMO gap is 8.96 eV. As for the LUMO energy: 0.02 eV. The SMILES is C=C(C)CCC(=O)O.O.O.O.O.O.O.O.O.O. The HOMO energy comes out at -8.94 eV.

Atoms and positions in Å:
O: -0.82668 0.20458 -1.37805
C: 0.26409 -0.26698 -1.03591
O: 0.83855 -1.21460 -1.69236
C: 1.22975 0.63259 -0.24078
C: 1.88875 -0.06717 0.84361
C: 1.05347 -0.36742 2.05330
C: 1.61171 0.20337 3.14595
C: -0.14617 -0.97638 1.90723
H: 0.18918 -1.72071 -2.31376
H: 2.06162 0.80933 -0.92483
H: 0.85370 1.61320 -0.14953
H: 2.26262 -1.07427 0.50384
H: 2.86356 0.41468 1.04504
H: 1.30174 0.07365 4.19459
H: 2.60388 0.86404 3.01021
H: -0.96073 -0.26419 2.03674
H: -0.40736 -1.52532 0.90471
H: -0.31098 -1.71622 2.67182
H: -2.57500 -2.83652 0.52083
H: -2.24993 -4.03548 -0.35785
O: -2.39271 -3.10077 -0.42588
H: -1.73422 -1.71319 -2.79800
H: -1.41579 -3.09547 -2.22858
O: -1.03119 -2.52253 -2.85124
H: 1.46397 -3.18854 1.04633
H: 2.27262 -3.73703 2.10281
O: 2.39864 -3.30778 1.27939
H: -2.10760 2.67168 2.74500
H: -1.27522 2.71651 1.40818
O: -1.57195 2.23192 2.14150
H: 0.41559 -4.13629 -1.03626
H: -0.23362 -2.80885 -0.61054
O: -0.06924 -3.74125 -0.31026
H: 2.34860 3.56648 1.11157
H: 1.66970 3.64801 -0.28565
O: 1.63257 4.05371 0.60159
H: 0.42385 3.04860 -2.21951
H: 0.85833 4.50235 -1.72079
O: 1.24389 3.60059 -2.03410
H: -2.17415 0.91176 -2.69523
H: -3.29105 1.55956 -1.99186
O: -2.94200 1.44957 -2.92045
H: -2.56052 3.26224 -1.47688
H: -1.59800 2.24887 -0.74802
O: -1.87630 3.12964 -0.82791


Most stable of them? i.


i.
Molecular formula: ClLi
Method: DFT, ωB97M-V/def2-TZVPD

The HOMO-LUMO gap is 9.30 eV. As for the LUMO energy: -0.67 eV. The HOMO energy comes out at -9.98 eV.

Atoms and positions in Å:
Li: -0.08528 -0.19396 0.84290
Cl: 0.08528 0.19395 -0.84290


ii.
Molecular formula: ClLi
Method: DFT, ωB97M-V/def2-TZVPD

The HOMO-LUMO gap is 7.19 eV. As for the LUMO energy: -1.44 eV. The HOMO energy comes out at -8.63 eV.

Atoms and positions in Å:
Li: 0.50527 0.12316 -1.20944
Cl: -0.50527 -0.12316 1.20944


Most stable of them? i.